[1]
# BF4H4O2Sn

BF4H4O2Sn as an isolated structure (ωB97M-V/def2-TZVPD, OMol25).

Results
E_HOMO (spin up / spin down)   -8.141 / -10.659 eV
Spin multiplicity   2
E_LUMO (spin up / spin down)   -0.0733 / -0.0685 Ha

Positions of all 12 atoms, in Å:
1 Sn -0.24444 1.98509 0.56404
2 B 0.32607 -0.14426 -2.31976
3 F -1.03605 -0.32463 -2.51084
4 F 0.99154 -0.34289 -3.56031
5 F 0.65959 1.21397 -2.15322
6 F 0.82664 -0.91299 -1.30678
7 O -1.40064 -0.76397 0.49750
8 H -1.07754 -1.66201 0.42431
9 H -2.35384 -0.85131 0.49992
10 O 1.04346 0.87336 3.01479
11 H 1.09925 0.99712 3.96231
12 H 1.16596 -0.06748 2.88803

=====

[2]
# BH18O7

A 8-piece molecular cluster, BH18O7 overall (ωB97M-V/def2-TZVPD, OMol25).

Results
E_HOMO   -6.565 eV
Energy relative to the best compared isomer or geometry (same formula, charge and spin)   2.896 eV
Charge   -1
Spin multiplicity   1
E_LUMO   0.1150 Ha

Positions of all 26 atoms, in Å:
1 B 0.09494 -0.19300 -0.67243
2 H 1.22883 -0.66132 -1.10091
3 H -0.87260 -0.55080 -1.27938
4 H 0.09280 -0.61907 0.53013
5 H 0.02090 1.04006 -0.59860
6 O -2.82662 1.39575 -1.90761
7 H -2.02023 0.94236 -2.01173
8 H -3.48800 0.82203 -1.75162
9 O -2.70216 0.67572 1.53102
10 H -1.86858 0.36939 0.94363
11 H -2.65295 0.55170 2.37169
12 O 0.67584 -3.24481 -2.07815
13 H 0.48726 -2.36491 -1.89754
14 H -0.02347 -3.66521 -1.66234
15 O 1.84940 1.96794 1.68003
16 H 1.40594 1.20905 1.12730
17 H 1.08790 2.08368 2.27585
18 O -1.50203 3.75965 1.13146
19 H -1.15050 3.59266 0.39789
20 H -2.25997 3.05302 0.81451
21 O 3.65724 -0.17636 0.07315
22 H 3.93965 -1.05075 -0.22825
23 H 2.64264 -0.08084 0.08233
24 O 1.10297 -3.20298 0.67237
25 H 1.10370 -2.24686 0.43912
26 H 1.97709 -3.40611 1.11807

=====

[3]
# BH24O10

A 11-piece molecular cluster, BH24O10 overall (ωB97M-V/def2-TZVPD, OMol25).

Results
E_HOMO   -6.312 eV
Energy relative to the best compared isomer or geometry (same formula, charge and spin)   3.232 eV
Charge   -1
Spin multiplicity   1
E_LUMO   0.0990 Ha

Positions of all 35 atoms, in Å:
1 B 0.23606 0.25644 0.06265
2 H 1.27034 0.10910 0.72091
3 H -0.77415 0.17253 0.91043
4 H 0.05443 1.39970 -0.41055
5 H -0.00001 -0.80466 -0.73807
6 O -2.50609 -2.41855 0.15523
7 H -1.99005 -3.36068 0.06336
8 H -1.96053 -1.77826 -0.31465
9 O 2.63050 -1.69841 -1.54136
10 H 2.20688 -1.39331 -0.76138
11 H 1.95302 -2.07561 -2.08411
12 O -2.48594 0.52800 -2.02290
13 H -2.39139 1.01234 -2.90354
14 H -1.42469 0.48366 -1.70183
15 O -3.29740 0.99156 2.32114
16 H -3.93596 0.83923 2.98326
17 H -2.39951 0.37086 2.35955
18 O 2.65127 0.82575 -2.74338
19 H 2.11435 1.17806 -2.08189
20 H 3.06382 0.06282 -2.30201
21 O 3.44837 -1.06546 2.98798
22 H 3.86863 -1.63619 3.54511
23 H 2.61565 -1.48951 2.84267
24 O 0.71322 -1.94145 2.59060
25 H 0.64322 -1.37870 1.75027
26 H 0.64594 -2.95971 2.42630
27 O -2.78598 2.48342 -0.07232
28 H -2.87232 2.15687 0.83964
29 H -2.99087 1.94393 -0.79150
30 O 0.09494 0.02095 -3.97230
31 H -0.02223 0.91144 -4.39293
32 H 0.66272 0.20882 -3.35632
33 O 0.58716 2.90269 2.02733
34 H 1.57387 2.84362 2.26630
35 H 0.80273 2.29873 1.33833